Density functional theory data (wB97M-V/def2-TZVPD) for a 2-piece molecular cluster, C11H20BI2NO2 overall in a non-equilibrium geometry.

Element x y z (Å)
C -2.4736 1.5398 0.2915
C -1.0434 0.8317 0.7034
C -0.5355 -0.3363 -0.3281
I 1.5892 -0.7634 0.2051
B -1.3672 -1.7834 -0.1577
I -1.0449 -3.2105 -1.8505
C -2.3003 -2.1094 1.1561
C -3.5795 -3.0955 0.8763
O -4.8999 -2.4346 0.9882
C -5.2123 -1.6266 -0.2005
C -6.1187 -0.2491 0.0460
O -4.8701 -1.8949 -1.4629
H -2.8271 2.1833 1.2325
H -2.3180 2.3155 -0.5934
H -3.3085 0.7552 0.0518
H -0.2341 1.7090 0.6818
H -1.0836 0.4533 1.8173
H -0.5494 -0.0361 -1.4633
H -1.5891 -2.6633 1.9387
H -2.7156 -1.1587 1.7159
H -3.5612 -3.9146 1.7447
H -3.5371 -3.6973 -0.1270
H -7.2521 -0.5787 0.1362
H -5.7967 0.1616 1.1017
H -5.9468 0.5412 -0.8090
C 5.9413 0.4549 -1.4799
C 5.8317 1.9646 -1.3117
C 6.5152 2.4763 -0.0439
C 5.8861 1.9527 1.1757
N 5.3917 1.5273 2.1363
H 5.4475 -0.0769 -0.6608
H 5.4624 0.1434 -2.4137
H 6.9891 0.1397 -1.5128
H 4.7735 2.2523 -1.3133
H 6.2953 2.4481 -2.1808
H 6.4639 3.5712 -0.0306
H 7.5775 2.2083 -0.0594

Results
**SMILES**: CC[C@@H](I)B(I)CCOC(C)=O.CCCC#N
**Kohn-Sham gap**: 8.9 eV
**M**: 462.9 Da
**Lowest unoccupied orbital energy**: -0.39 eV
**HOMO level**: -9.259 eV
**Spin multiplicity**: 1

Mulliken population analysis, charges in e, atoms 1 to 2: number 1, C, carries -0.670; number 2, C, carries -0.501